Here is a 2-piece molecular cluster, C5H12N2 overall at a distorted geometry from OMol25. Energies are from ωB97M-V with the def2-TZVPD basis set.

Cartesian coordinates (Å):
C 0.05434 -0.89842 1.37313
C 0.43431 0.49310 0.97569
N 1.70170 0.90996 1.37641
N -1.70222 1.09211 0.09365
C -0.55038 1.44522 0.61893
H 2.08084 0.47348 2.20310
H 1.90161 1.89803 1.32559
H -2.23117 1.90649 -0.20966
H -1.09604 0.18457 -1.38606
H -0.22119 2.49219 0.64016
H 0.61155 -1.63927 0.78443
H -1.00379 -1.06602 1.18516
H 0.26050 -1.07334 2.43367
C -0.14753 -0.31401 -1.81574
C -0.22989 -1.68767 -2.01180
H -0.65457 -2.33164 -1.25333
H 0.25519 0.25921 -2.64925
H 0.39765 0.02567 -0.77673
H 0.13909 -2.16966 -2.90733

Atoms 1-6, force components in eV/Å:
C 0.10 -0.14 -0.41
C -0.27 0.12 0.91
N -0.09 0.01 -0.17
N 0.25 0.20 0.64
C -0.18 0.05 -0.69
H -0.02 -0.06 -0.08

Computed properties:
2S+1: 1
LUMO (alpha / beta), eV: 0.904 / 0.022
Energy relative to the best compared isomer or geometry (same formula, charge and spin), eV: 4.186
Gap between HOMO and LUMO (alpha / beta), eV: 7.9 / 7.0